Below is a molecular structure, C17H16N2O2PtS in a non-equilibrium geometry, with properties calculated with the ωB97M-V functional and the def2-TZVPD basis.

Its frontier orbital gap (spin up / spin down) is 4.08 / 3.99 eV. The LUMO energy (spin up / spin down) comes out at 4.849 / 4.849 eV. As for the total charge: -2.

Atoms and positions in Å:
Pt -0.739 0.960 1.663
S -0.057 -1.020 -2.673
O -0.357 -2.419 -2.371
O 0.654 -0.824 -3.939
N 0.373 -0.150 3.049
N 0.484 -0.113 -1.491
C -1.650 -0.198 -2.852
C -2.549 -0.295 -1.802
C 1.144 -0.556 -0.414
C 1.995 -1.680 -0.516
C 3.148 -0.409 3.678
C 2.727 -0.864 2.430
C 3.099 -2.003 0.261
C -1.936 0.607 -3.944
C -4.044 1.188 -2.958
C 0.877 0.241 4.206
C 1.289 -0.693 2.053
C -3.748 0.387 -1.858
C -1.799 2.416 0.630
C -3.130 1.303 -3.998
C 1.076 0.198 0.826
C 2.220 0.130 4.568
C 3.519 -1.536 1.510
H 1.909 -2.212 -1.458
H -1.594 2.410 -0.444
H 0.898 -1.687 1.766
H -1.528 3.425 0.995
H -2.273 -0.884 -0.943
H -2.894 2.336 0.736
H 4.535 -1.788 1.814
H 3.785 -2.703 -0.216
H -3.350 1.953 -4.839
H 2.526 0.444 5.562
H 0.164 0.641 4.926
H 1.642 1.144 0.830
H -1.199 0.682 -4.729
H -4.969 1.750 -2.982
H 4.194 -0.506 3.958
H -4.445 0.325 -1.034

Atomic partial charges in e from the natural (NBO) method, atoms 1 to 6: 0.370, 2.292, -0.995, -1.012, -0.612, -0.924